Density functional theory data (wB97M-V/def2-TZVPD) for a molecular structure, C34H32N7O3S2ScSe in a non-equilibrium geometry.

Summary:
- lowest unoccupied orbital energy (eV) = -5.9
- net charge = +2
- HOMO-LUMO gap (eV) = 5.7
- largest force on an atom (Eh/bohr) = 0.049

The geometry in XYZ format:
```
80
Properties=species:S:1:pos:R:3:lowdin_charge:R:1
Se 0.59929 -2.13356 -1.67637 0.718
Sc 0.34560 -0.74428 0.55736 0.631
S -0.64253 -3.19745 1.33246 0.686
S -0.30844 2.16380 0.36423 1.112
O -0.39281 0.00810 7.48595 0.026
O 0.86599 1.19865 0.31264 -0.561
O -2.56447 0.24235 6.87414 0.024
N -1.20161 -5.61766 2.14003 0.127
N -0.01048 -5.48799 0.17896 0.126
N -0.21079 -0.37210 2.56834 -0.011
N -1.87084 -0.42243 0.50899 -0.033
N 0.17689 -1.80756 -4.50665 -0.116
N 2.18969 -1.20400 -3.94739 -0.112
N 2.19960 -1.10840 1.72932 0.005
C -0.88606 2.06191 -1.33993 -0.367
C -1.18263 -2.26937 -4.44330 -0.011
C 2.09004 -0.77797 3.03699 -0.167
C -4.61972 -0.10041 0.74739 0.000
C -0.44652 4.84380 0.82789 -0.069
C -0.94275 -0.11100 5.19278 -0.021
C 1.54323 4.13035 -0.33743 -0.063
C -1.77893 1.80201 -3.92756 -0.051
C -0.44432 1.56429 -3.63527 -0.056
C 3.20455 -0.74542 3.87511 0.041
C 3.40307 -1.43306 1.25161 -0.096
C 0.82308 -1.43318 -5.64686 -0.016
C 3.37314 -0.94627 -3.17454 -0.007
C 4.44474 -1.09832 3.36920 -0.001
C 1.20474 6.45494 0.16414 -0.038
C 0.37146 -0.39917 4.87083 0.089
C 0.33719 3.84301 0.27172 -0.362
C 0.71928 -0.49471 3.52342 -0.173
C -2.66294 2.17885 -2.92635 -0.045
C 0.00289 1.67609 -2.32916 -0.079
C -0.60959 -4.88100 1.20333 -0.862
C -4.05053 -0.40975 -0.47943 -0.020
C -2.21295 2.33020 -1.62474 -0.076
C -1.49639 -0.14735 2.87159 -0.199
C -0.00648 6.15630 0.77168 -0.041
C 4.54968 -1.45662 2.03193 -0.016
C -1.89501 0.02456 4.19728 0.088
C 1.97610 5.44536 -0.39081 -0.043
C -2.67376 -0.55181 -0.54817 -0.134
C -3.79855 0.02508 1.85530 0.043
C -1.36947 0.07474 6.77410 -0.695
C -2.42410 -0.16218 1.71646 -0.203
C 2.07887 -1.05470 -5.29952 -0.012
C 1.01378 -1.64939 -3.46485 -0.604
H 2.91877 5.67513 -0.86414 0.118
H 0.39259 -4.92770 -0.55496 0.060
H -1.48504 -2.62418 -5.42408 0.109
H 1.07642 -0.54516 5.67398 0.125
H 3.10392 -0.44377 4.90487 0.129
H 2.88863 -0.71090 -5.91039 0.140
H -2.90891 0.24195 4.49388 0.123
H 1.03949 1.49828 -2.07648 0.101
H 0.24749 1.30628 -4.42559 0.107
H 1.55427 7.47359 0.13537 0.120
H -2.12834 1.71497 -4.94611 0.118
H 5.49805 -1.74540 1.60534 0.120
H -0.60479 6.94261 1.20715 0.121
H 3.29262 0.00892 -2.64974 0.102
H 3.50763 -1.74577 -2.44604 0.079
H 3.44134 -1.71589 0.19970 0.101
H -1.84538 -1.45797 -4.13739 0.094
H 5.31313 -1.09870 4.00968 0.129
H -4.65782 -0.54036 -1.36049 0.121
H -1.25939 -3.08343 -3.72419 0.082
H -1.38615 4.59885 1.29978 0.115
H -3.69945 2.36449 -3.15972 0.121
H -2.86904 2.66891 -0.83820 0.125
H 4.23671 -0.91642 -3.83542 0.110
H -0.00207 -6.49222 0.08510 0.128
H -5.68562 0.03179 0.84348 0.128
H -1.65913 -5.16730 2.91604 0.115
H -4.22234 0.24759 2.82049 0.127
H -1.21141 -6.62600 2.10185 0.130
H 0.35535 -1.47560 -6.60994 0.141
H 2.13236 3.32404 -0.74762 0.109
H -2.18414 -0.78793 -1.49303 0.095
```